[1]
The following is a quantum chemistry calculation of a cluster of 2 separate species, C6H14IOP in total in a non-equilibrium geometry, from the OMol25 dataset.

Positions of all 23 atoms, in Å:
C: -0.514 -1.954 1.092
C: 1.072 -2.531 -0.825
C: -1.714 1.748 0.491
C: 0.468 2.800 -0.484
C: -0.142 -1.741 -0.346
C: -0.188 1.640 0.272
O: 0.191 0.288 -2.183
P: 0.220 0.099 -0.754
I: 3.157 0.075 0.880
H: -0.452 -3.047 1.412
H: 0.213 -1.563 1.703
H: -1.461 -1.601 1.302
H: 1.893 -2.018 -0.308
H: 1.233 -2.435 -1.825
H: 1.047 -3.545 -0.540
H: -2.261 1.895 -0.396
H: -2.140 0.880 0.982
H: -1.854 2.445 1.236
H: 1.496 2.712 -0.585
H: 0.234 3.795 0.116
H: 0.064 2.953 -1.523
H: -0.905 -2.242 -0.924
H: 0.343 1.346 1.210

Energy above the lowest of the compared OMol25 structures with the same formula, charge and spin, kJ/mol: 3.4
LUMO energy, eV: -1.38
HOMO-LUMO gap, eV: 7.10
2S+1: 1
HOMO, eV: -8.5

Mulliken atomic charge list, values in e, 4 entries: C -1.503; C -1.333; C -1.488; C -1.281



[2]
The following is a quantum chemistry calculation of a structure of composition C23H50O3P2Pb in a non-equilibrium geometry, from the OMol25 dataset.

Positions of all 79 atoms, in Å:
Pb: -0.202 0.128 -0.514
C: -0.433 2.271 -0.183
O: -0.633 3.451 -0.139
C: -1.330 -0.300 -2.406
O: -1.841 -0.195 -3.414
P: 2.176 0.558 -1.614
C: 2.742 -0.996 -2.395
H: 3.651 -0.614 -2.896
C: 2.022 1.896 -2.838
H: 1.026 1.723 -3.298
C: 3.320 1.002 -0.273
H: 3.316 0.113 0.396
C: -2.305 0.412 2.674
P: -2.619 -0.210 0.981
H: -4.107 -1.894 1.378
H: -1.485 -0.231 3.052
C: -4.002 0.717 0.228
H: -4.591 0.818 1.162
C: 2.034 3.292 -2.208
H: 3.069 3.655 -2.131
H: 1.507 3.397 -1.260
H: 1.504 3.944 -2.908
C: 3.145 1.690 -3.842
H: 3.358 2.665 -4.280
H: 2.837 1.005 -4.639
H: 4.073 1.333 -3.377
C: 4.695 1.188 -0.889
H: 5.025 0.342 -1.497
H: 5.389 1.273 -0.046
H: 4.758 2.123 -1.458
C: 2.854 2.221 0.541
H: 3.293 2.133 1.539
H: 1.760 2.306 0.661
H: 3.243 3.138 0.090
C: 3.134 -2.072 -1.375
H: 4.178 -1.938 -1.054
H: 3.064 -3.054 -1.858
H: 2.499 -2.084 -0.478
C: 1.755 -1.521 -3.448
H: 0.892 -2.026 -2.991
H: 2.303 -2.282 -4.023
H: 1.419 -0.754 -4.157
C: -3.560 0.235 3.510
H: -4.154 -0.640 3.240
H: -4.176 1.141 3.452
H: -3.233 0.119 4.550
C: -1.787 1.858 2.689
H: -2.523 2.545 2.257
C: -2.856 -2.761 -0.199
H: -0.820 1.983 2.188
H: -1.661 2.140 3.743
C: -2.284 -2.674 2.281
H: -1.918 -3.336 -0.215
H: -3.675 -3.495 -0.241
H: -2.933 -2.155 -1.111
C: -3.032 -1.996 1.126
H: -2.309 -3.759 2.127
H: -2.752 -2.462 3.249
H: -1.221 -2.376 2.326
C: -4.750 -0.084 -0.838
H: -4.161 -0.217 -1.755
H: -5.624 0.530 -1.081
H: -5.095 -1.051 -0.457
C: -3.594 2.100 -0.303
H: -2.928 2.677 0.336
H: -4.534 2.662 -0.369
H: -3.177 2.055 -1.317
H: -0.363 -2.070 -0.388
H: 0.326 -1.987 -0.736
C: 1.388 -2.725 1.836
C: 0.979 -1.389 2.354
C: 1.200 -1.019 3.790
O: 0.474 -0.475 1.661
H: 0.961 -3.487 2.502
H: 2.484 -2.771 1.903
H: 1.088 -2.928 0.797
H: 0.792 0.006 3.918
H: 0.641 -1.759 4.405
H: 2.294 -1.054 3.956

Energy above the lowest of the compared OMol25 structures with the same formula, charge and spin, kJ/mol: 118.9
LUMO energy, eV: -14.82
Total charge: +4
HOMO-LUMO gap, eV: 7.37
2S+1: 1
HOMO, eV: -22.2

Mulliken atomic charge list, values in e, 4 entries: Pb 0.465; C -0.159; O -0.128; C 0.416



[3]
The following is a quantum chemistry calculation of a structure of composition C12H28Al2FeN4O12P2 in a non-equilibrium geometry, from the OMol25 dataset.

Positions of all 61 atoms, in Å:
Fe: -0.613 -2.664 -1.599
Al: -3.662 -0.125 -1.826
Al: 0.186 -0.620 -4.960
P: -0.111 -0.002 -1.259
O: -1.028 0.606 -2.278
O: 0.604 -1.103 -2.089
O: -1.095 -0.925 -0.548
O: 0.598 0.997 -0.377
P: -2.231 -2.823 -3.616
O: -2.477 -2.658 -2.065
O: -2.429 -1.455 -4.227
O: -2.857 -3.971 -4.444
O: -0.670 -3.048 -3.522
C: -1.866 -3.409 1.758
O: -1.461 -3.516 0.600
N: -1.939 -4.398 2.671
C: -2.687 -4.347 3.864
C: -1.662 -5.776 2.254
H: -2.325 -2.470 2.104
H: -3.719 -4.652 3.692
H: -2.754 -3.349 4.296
H: -2.236 -4.960 4.645
H: -0.978 -6.431 2.794
H: -2.593 -6.337 2.177
H: -1.251 -5.816 1.246
C: -1.842 3.213 -0.630
O: -2.798 2.801 -1.317
N: -1.998 3.792 0.580
C: -0.937 3.744 1.550
C: -3.294 4.303 1.087
H: -0.813 2.888 -0.846
H: -1.249 3.277 2.484
H: -0.717 4.787 1.777
H: -0.013 3.270 1.219
H: -3.308 4.866 2.021
H: -3.879 4.674 0.246
H: -3.748 3.321 1.220
C: 2.272 1.868 -2.816
O: 2.019 1.428 -3.942
N: 2.600 3.118 -2.672
C: 2.738 3.830 -1.388
C: 2.860 3.952 -3.786
H: 2.144 1.255 -1.910
H: 2.501 4.893 -1.430
H: 3.786 3.765 -1.097
H: 2.119 3.305 -0.660
H: 2.026 4.652 -3.829
H: 3.746 4.547 -3.564
H: 3.094 3.461 -4.730
C: 1.324 -1.031 2.156
O: 0.663 -1.353 3.188
N: 2.695 -1.050 1.967
C: 3.219 -0.599 0.665
C: 3.682 -1.262 3.030
H: 0.741 -0.922 1.228
H: 3.291 0.480 0.526
H: 2.524 -1.008 -0.069
H: 4.167 -1.118 0.525
H: 3.805 -0.304 3.537
H: 3.193 -1.957 3.713
H: 4.642 -1.639 2.677

Energy above the lowest of the compared OMol25 structures with the same formula, charge and spin, kJ/mol: 247.6
LUMO energy (alpha / beta), eV: -6.02 / -10.58
Total charge: +2
HOMO-LUMO gap (alpha / beta), eV: 7.33 / 2.77
2S+1: 9
HOMO (alpha / beta), eV: -13.4 / -13.4
<S²>: 20.058

Mulliken atomic charge list, values in e, 4 entries: Fe 0.936; Al 0.898; Al 0.918; P 1.696



[4]
The following is a quantum chemistry calculation of a structure of composition C4H5NO2 in a non-equilibrium geometry, from the OMol25 dataset.

Positions of all 12 atoms, in Å:
C: 0.227 -0.081 -0.436
C: 1.220 0.974 -0.803
C: -1.935 -0.365 0.287
O: -1.068 0.385 -0.356
C: 0.185 -1.078 1.251
O: -1.451 -1.341 0.984
N: 0.926 -1.349 2.097
H: 0.274 -1.040 -0.949
H: -2.814 0.186 0.617
H: 1.081 1.309 -1.835
H: 1.129 1.832 -0.139
H: 2.227 0.567 -0.719

Energy above the lowest of the compared OMol25 structures with the same formula, charge and spin, kJ/mol: 432.4
LUMO energy (alpha / beta), eV: -0.42 / -0.42
HOMO-LUMO gap (alpha / beta), eV: 8.27 / 8.27
2S+1: 1
HOMO (alpha / beta), eV: -8.7 / -8.7

Mulliken atomic charge list, values in e, 4 entries: C 0.180; C -1.146; C 0.195; O -0.264



[5]
The following is a quantum chemistry calculation of a structure of composition C29H37N2RuSe in a non-equilibrium geometry, from the OMol25 dataset.

Positions of all 70 atoms, in Å:
C: 1.358 -1.668 0.463
C: 1.915 -1.122 -0.742
C: 1.008 -1.358 -1.810
C: -0.145 -2.027 -1.282
C: 0.068 -2.248 0.137
Ru: -0.353 -0.225 0.171
C: -2.998 1.422 -1.252
C: -2.369 1.129 0.002
H: -1.961 1.975 0.631
C: -2.278 -0.280 0.423
H: -2.885 -0.817 -0.305
H: -2.695 -0.261 1.422
C: -3.049 2.985 -1.670
H: -2.385 3.692 -1.086
H: -2.751 3.250 -2.732
H: -4.132 3.165 -1.479
C: -2.615 0.489 -2.557
H: -1.635 -0.120 -2.550
H: -3.526 -0.161 -2.630
H: -2.456 1.078 -3.510
C: 3.246 -0.479 -0.830
H: 3.438 0.147 0.052
H: 4.051 -1.231 -0.882
H: 3.334 0.154 -1.720
C: 1.226 -0.983 -3.227
H: 1.768 -0.031 -3.309
H: 1.824 -1.744 -3.750
H: 0.279 -0.877 -3.772
C: -1.252 -2.641 -2.056
H: -1.333 -2.207 -3.057
H: -1.089 -3.722 -2.181
H: -2.209 -2.513 -1.539
C: -0.706 -3.164 1.017
H: -1.737 -3.259 0.661
H: -0.261 -4.171 1.055
H: -0.729 -2.770 2.041
C: 2.086 -1.883 1.737
H: 1.396 -2.178 2.535
H: 2.832 -2.689 1.630
H: 2.618 -0.973 2.046
C: 1.449 2.394 -1.417
C: 0.379 2.460 -2.136
C: 2.664 2.834 -2.047
C: 0.170 2.645 -3.543
H: -0.566 2.071 -1.666
C: 2.576 3.107 -3.694
H: 3.801 2.906 -1.086
C: 1.334 2.942 -4.244
H: -0.833 2.517 -3.930
H: 3.609 3.419 -4.106
H: 1.200 3.101 -5.264
C: 2.208 0.714 4.735
N: 0.847 0.203 4.673
C: 0.032 0.278 3.581
Se: 0.485 1.141 1.920
N: -1.135 -0.342 3.948
C: -1.051 -0.821 5.269
C: -1.924 -1.599 6.027
C: -1.463 -2.023 7.287
C: -0.171 -1.690 7.742
C: 0.695 -0.909 6.959
C: 0.207 -0.483 5.722
H: 2.825 0.257 3.951
H: 2.611 0.457 5.717
H: 2.213 1.803 4.600
H: -1.938 -0.435 3.335
H: -2.908 -1.840 5.629
H: -2.107 -2.624 7.930
H: 0.156 -2.046 8.719
H: 1.704 -0.634 7.265

LUMO energy (alpha / beta), eV: -2.76 / -4.14
Total charge: +1
HOMO-LUMO gap (alpha / beta), eV: 6.43 / 6.43
2S+1: 5
HOMO (alpha / beta), eV: -9.2 / -10.6
<S²>: 6.104

Mulliken atomic charge list, values in e, 4 entries: C 0.011; C 0.750; C 1.858; C 0.274



[6]
The following is a quantum chemistry calculation of a structure of composition C8H11NO in a non-equilibrium geometry, from the OMol25 dataset.

Positions of all 21 atoms, in Å:
C: -1.373 0.874 0.705
C: -2.137 1.378 -0.241
C: -3.222 0.604 -0.796
C: -3.283 -0.687 -0.509
C: -2.307 -1.251 0.404
C: -1.450 -0.492 1.136
C: 2.869 -0.071 -0.031
C: 4.331 0.045 -0.514
H: -0.272 1.301 0.986
H: -1.915 2.391 -0.725
H: -4.048 1.084 -1.223
H: -4.075 -1.338 -0.900
H: -2.378 -2.389 0.556
H: -0.913 -1.191 1.840
H: 1.009 -0.596 -0.612
H: 2.261 -1.376 -1.862
H: 4.678 1.086 -0.598
H: 4.375 -0.520 -1.562
H: 5.166 -0.360 0.164
N: 1.947 -0.479 -0.951
O: 2.738 0.359 1.209

Energy above the lowest of the compared OMol25 structures with the same formula, charge and spin, kJ/mol: 340.3
LUMO energy, eV: 0.22
HOMO-LUMO gap, eV: 9.67
2S+1: 1
HOMO, eV: -9.4

Mulliken atomic charge list, values in e, 4 entries: C -0.244; C -0.182; C -0.476; C -0.331